Entry 1:
A single C25H30N4O5 molecule. Source: the OMol25 dataset; level of theory: ωB97M-V/def2-TZVPD.

Each line ends with the Löwdin charge.
Cartesian coordinates (Å):
C (0.25, -3.52, 0.20)  -0.100
C (0.93, -3.27, 1.54)  -0.251
C (2.08, -2.26, 1.45)  -0.188
C (1.57, -0.85, 1.17)  -0.166
N (2.66, 0.11, 1.17)  0.092
C (2.48, 1.38, 1.54)  -0.480
O (1.43, 1.78, 2.03)  0.042
C (3.65, 2.31, 1.29)  -0.052
C (3.86, 2.51, -0.23)  -0.095
N (2.65, 2.16, -0.97)  0.072
C (2.64, 0.97, -1.67)  -0.380
O (3.62, 0.23, -1.67)  0.070
C (1.40, 0.68, -2.38)  -0.064
C (1.34, -0.40, -3.26)  0.000
C (0.18, -0.69, -3.93)  -0.068
C (-0.94, 0.10, -3.71)  -0.070
C (-0.91, 1.16, -2.83)  0.006
C (0.27, 1.47, -2.15)  -0.121
N (0.35, 2.54, -1.28)  0.055
C (-0.85, 3.20, -0.80)  -0.018
C (-1.76, 2.17, -0.09)  -0.454
O (-2.91, 2.01, -0.42)  0.080
N (-1.12, 1.52, 0.90)  0.163
C (-1.67, 0.44, 1.62)  -0.163
C (-1.63, 0.46, 3.01)  -0.014
C (-2.15, -0.58, 3.75)  -0.089
C (-2.73, -1.66, 3.09)  -0.088
C (-2.75, -1.70, 1.71)  -0.021
C (-2.21, -0.67, 0.95)  -0.217
O (-2.07, -0.68, -0.40)  -0.071
C (-2.97, -1.45, -1.18)  -0.235
C (-4.39, -0.92, -1.09)  -0.049
C (1.55, 2.98, -0.76)  -0.435
O (1.65, 4.02, -0.15)  0.109
H (-0.50, -4.30, 0.31)  0.072
H (0.97, -3.84, -0.55)  0.075
H (-0.24, -2.62, -0.16)  0.048
H (1.34, -4.22, 1.91)  0.105
H (0.20, -2.92, 2.26)  0.100
H (2.77, -2.56, 0.65)  0.114
H (2.63, -2.26, 2.39)  0.115
H (1.05, -0.82, 0.21)  0.121
H (0.87, -0.54, 1.95)  0.119
H (3.49, -0.15, 0.65)  0.137
H (3.41, 3.27, 1.76)  0.120
H (4.56, 1.91, 1.74)  0.121
H (4.65, 1.86, -0.61)  0.122
H (4.10, 3.55, -0.44)  0.132
H (2.24, -0.99, -3.39)  0.121
H (0.13, -1.52, -4.61)  0.105
H (-1.86, -0.11, -4.25)  0.112
H (-1.81, 1.74, -2.67)  0.111
H (-1.40, 3.66, -1.62)  0.138
H (-0.53, 3.97, -0.10)  0.136
H (-0.23, 1.85, 1.25)  0.105
H (-1.18, 1.31, 3.50)  0.120
H (-2.12, -0.56, 4.82)  0.100
H (-3.15, -2.47, 3.65)  0.103
H (-3.18, -2.56, 1.22)  0.111
H (-2.58, -1.35, -2.20)  0.102
H (-2.92, -2.51, -0.90)  0.113
H (-4.82, -1.13, -0.11)  0.073
H (-5.01, -1.39, -1.86)  0.077
H (-4.38, 0.15, -1.24)  0.070

## Properties
Frontier orbital gap: 8.5 eV
HOMO: -8.34 eV
SMILES string: CCCCNC(=O)CCn1c(=O)c2ccccc2n(CC(=O)Nc2ccccc2OCC)c1=O
Energy above the lowest of the compared OMol25 structures with the same formula, charge and spin: 16.88 kJ/mol


Entry 2:
A 12-piece molecular cluster, H23O12 overall. Source: the OMol25 dataset; level of theory: ωB97M-V/def2-TZVPD.

Each line ends with the Löwdin charge.
Cartesian coordinates (Å):
O (-0.68, 0.49, 0.05)  -0.106
H (1.45, -1.34, 0.94)  -0.014
H (-0.33, -1.48, -1.35)  0.013
O (-0.91, 1.85, 3.20)  -0.075
H (-0.03, 1.55, 3.47)  -0.001
H (-1.18, 1.20, 2.54)  0.002
O (1.32, -4.07, -2.05)  -0.046
H (0.71, -3.65, -1.47)  0.002
O (-1.09, -1.64, -1.94)  -0.067
H (-2.71, 2.94, -2.22)  0.025
H (-0.59, -1.74, -2.76)  0.047
O (0.91, -1.62, 1.83)  -0.188
H (-2.92, 0.86, -0.53)  -0.006
H (1.03, 3.25, -1.53)  0.031
O (4.68, -1.21, -1.17)  -0.088
H (-3.44, -1.35, 2.29)  0.039
H (2.21, -3.79, -1.85)  0.033
O (-2.56, 2.42, -3.02)  -0.059
H (-2.66, 1.50, -2.78)  0.022
H (4.40, -0.39, -1.59)  0.023
O (1.72, 0.21, 3.51)  -0.096
H (2.60, -0.14, 3.36)  0.024
H (1.02, -0.41, 3.25)  0.009
O (-3.73, 1.16, -0.12)  -0.039
H (-3.53, 2.00, 0.30)  0.047
H (1.62, 4.66, -1.06)  0.026
O (-2.89, -1.17, 1.53)  -0.045
H (-1.36, -0.17, -0.09)  -0.033
H (1.90, 0.35, 0.15)  -0.033
O (1.76, -0.53, -0.20)  -0.362
H (-3.37, -0.95, 0.72)  0.014
H (4.11, -1.24, -0.40)  -0.001
O (1.51, 4.04, -1.78)  -0.061
H (0.20, 0.03, -0.12)  -0.028
H (-0.04, -1.65, 1.74)  -0.007

## Properties
Frontier orbital gap: 8.4 eV
HOMO: -5.76 eV
Charge: -1
Energy above the lowest of the compared OMol25 structures with the same formula, charge and spin: 281.66 kJ/mol


Entry 3:
A 2-piece molecular cluster, C3H2N2 overall. Source: the OMol25 dataset; level of theory: ωB97M-V/def2-TZVPD.

Each line ends with the Löwdin charge.
Cartesian coordinates (Å):
C (-1.76, 0.46, 0.05)  -0.327
C (1.94, -0.68, -0.51)  0.123
C (-0.57, 2.04, 1.52)  0.143
N (-2.31, -0.29, -0.66)  0.184
N (-1.19, 1.30, 0.84)  -0.009
H (2.18, -1.61, 0.22)  -0.030
H (1.71, -1.22, -1.47)  -0.084

## Properties
Frontier orbital gap (spin up / spin down): 8.9 / 8.9 eV
HOMO (spin up / spin down): -10.18 / -10.17 eV
Energy above the lowest of the compared OMol25 structures with the same formula, charge and spin: 613.35 kJ/mol


Entry 4:
C22H26Br57Cl2NOP as an isolated structure. Source: the OMol25 dataset; level of theory: ωB97M-V/def2-TZVPD.

Each line ends with the Löwdin charge.
Cartesian coordinates (Å):
C (0.40, -8.43, 2.25)  -0.162
C (-0.76, -7.55, 2.70)  -0.789
Cl (-0.48, -7.23, 4.42)  0.585
C (-0.69, -6.24, 1.93)  -0.466
N (-1.60, -5.16, 2.23)  -0.362
P (-3.09, -5.66, 2.49)  0.358
O (-3.94, -5.65, 1.01)  -0.446
Cl (-3.95, -3.89, 3.27)  0.051
H (0.46, -8.48, 1.18)  0.052
H (1.29, -8.09, 2.72)  0.052
H (0.22, -9.43, 2.60)  0.062
H (-1.65, -8.11, 2.53)  0.066
H (-0.70, -6.50, 0.88)  0.083
H (0.30, -5.87, 2.12)  0.087
H (-3.70, -6.50, 0.60)  -0.039
C (5.95, -1.82, -4.74)  -1.641
Br (7.57, -2.83, -4.96)  0.579
Br (4.39, -2.95, -4.83)  0.566
Br (5.98, -0.76, -3.14)  0.533
H (5.88, -1.15, -5.57)  -0.073
C (8.34, 0.54, 0.27)  -1.624
Br (8.61, 2.21, -0.65)  0.525
Br (6.47, 0.14, 0.44)  0.587
Br (9.31, -0.89, -0.56)  0.586
H (8.73, 0.66, 1.27)  -0.034
C (-2.27, -3.36, 7.31)  -1.623
Br (-1.83, -4.09, 5.61)  0.566
Br (-1.86, -1.48, 7.42)  0.550
Br (-4.10, -3.71, 7.78)  0.525
H (-1.65, -3.85, 8.05)  -0.065
C (-0.46, -0.03, 3.70)  -1.635
Br (-2.05, 0.96, 3.22)  0.526
Br (-0.43, -1.77, 2.91)  0.585
Br (1.14, 0.98, 3.29)  0.533
H (-0.49, -0.16, 4.76)  -0.067
C (-5.84, 0.26, 6.24)  -1.639
Br (-4.28, 1.39, 6.17)  0.522
Br (-5.62, -1.32, 5.16)  0.495
Br (-6.34, -0.16, 8.05)  0.551
H (-6.65, 0.82, 5.81)  -0.071
C (5.23, 3.26, -4.74)  -1.634
Br (6.08, 2.74, -3.10)  0.498
Br (4.83, 1.77, -5.88)  0.614
Br (3.67, 4.31, -4.40)  0.549
H (5.93, 3.88, -5.27)  -0.125
C (8.85, 5.54, -4.32)  -1.591
Br (9.65, 5.01, -2.65)  0.561
Br (8.56, 4.04, -5.47)  0.639
Br (7.24, 6.54, -4.03)  0.563
H (9.55, 6.19, -4.81)  -0.032
C (3.19, 7.58, -1.86)  -1.663
Br (1.56, 6.97, -2.67)  0.545
Br (4.03, 8.98, -2.87)  0.552
Br (2.92, 8.07, -0.03)  0.570
H (3.87, 6.74, -1.86)  -0.130
C (-2.07, 9.21, -2.17)  -1.620
Br (-0.49, 10.26, -1.89)  0.569
Br (-3.65, 10.32, -2.14)  0.564
Br (-1.96, 8.14, -3.78)  0.529
H (-2.15, 8.53, -1.35)  -0.026
C (6.07, 5.49, 0.66)  -1.603
Br (4.48, 4.82, -0.15)  0.608
Br (6.84, 6.91, -0.38)  0.559
Br (5.77, 6.03, 2.48)  0.591
H (6.78, 4.68, 0.68)  -0.057
C (-6.00, 2.86, 2.08)  -1.625
Br (-6.07, 1.23, 3.08)  0.610
Br (-4.76, 4.12, 2.85)  0.560
Br (-5.65, 2.67, 0.20)  0.567
H (-6.98, 3.29, 2.18)  -0.041
C (-9.20, -4.05, 4.37)  -1.648
Br (-10.68, -3.95, 3.13)  0.548
Br (-7.52, -4.09, 3.46)  0.574
Br (-9.28, -2.63, 5.67)  0.546
H (-9.30, -4.97, 4.90)  -0.038
C (3.97, 8.72, -7.44)  -1.640
Br (2.74, 10.05, -6.79)  0.573
Br (5.74, 9.44, -7.67)  0.567
Br (3.98, 7.17, -6.31)  0.521
H (3.62, 8.41, -8.40)  -0.035
C (-2.48, -4.67, -2.59)  -1.608
Br (-2.01, -4.46, -4.44)  0.537
Br (-3.13, -3.01, -1.88)  0.560
Br (-3.73, -6.12, -2.38)  0.601
H (-1.59, -4.92, -2.04)  -0.024
C (-2.22, 1.92, -2.39)  -1.637
Br (-3.69, 3.05, -2.90)  0.535
Br (-1.26, 2.66, -0.90)  0.564
Br (-2.62, 0.07, -2.10)  0.558
H (-1.55, 1.93, -3.23)  -0.045
C (3.40, -7.74, -2.24)  -1.625
Br (3.91, -6.06, -3.04)  0.530
Br (1.50, -7.94, -2.26)  0.553
Br (4.29, -9.22, -3.08)  0.563
H (3.71, -7.71, -1.21)  -0.030
C (-7.19, 7.87, -4.07)  -1.645
Br (-7.55, 8.82, -5.70)  0.571
Br (-5.32, 7.50, -3.88)  0.531
Br (-7.88, 8.80, -2.54)  0.568
H (-7.70, 6.93, -4.13)  -0.035
C (-3.75, -3.40, 12.28)  -1.646
Br (-4.27, -5.07, 13.07)  0.567
Br (-2.26, -3.62, 11.09)  0.589
Br (-5.23, -2.53, 11.41)  0.561
H (-3.42, -2.76, 13.07)  -0.038
C (0.29, -7.91, -6.59)  -1.639
Br (1.36, -9.48, -6.31)  0.564
Br (0.90, -6.44, -5.54)  0.525
Br (0.18, -7.46, -8.46)  0.568
H (-0.71, -8.14, -6.27)  -0.031

## Properties
Frontier orbital gap: 4.8 eV
HOMO: -4.08 eV
Charge: -1